Formula: C32H43Cl2N2OP3SV
Source: the OMol25 dataset
Level of theory: ωB97M-V/def2-TZVPD

```
85
Properties=species:S:1:pos:R:3:forces:R:3:mulliken_spin:R:1
P -4.2800 -0.0920 -2.2496 0.983 0.574 0.737 0.007
C -4.8100 1.4342 -3.0376 0.022 0.335 -0.129 0.001
C -5.2728 1.4530 -4.3653 0.037 0.025 0.242 -0.001
H -5.2387 0.5445 -4.9689 -0.050 0.289 0.128 0.000
C -5.7842 2.6366 -4.8995 0.061 -0.008 0.146 0.001
H -6.1505 2.6452 -5.9267 0.109 0.032 0.307 0.000
C -5.8301 3.7968 -4.1201 0.094 -0.246 0.090 0.000
H -6.2354 4.7178 -4.5407 0.123 -0.266 0.131 0.000
C -5.3578 3.7794 -2.8024 0.069 -0.139 0.014 0.001
H -5.3925 4.6819 -2.1920 0.013 -0.236 -0.203 0.000
C -4.8424 2.6031 -2.2581 -0.109 -0.084 -0.261 -0.003
H -4.4751 2.5751 -1.2311 -0.144 0.142 -0.201 0.000
C -3.9674 -1.3049 -3.5502 0.019 -0.265 -0.323 0.003
C -2.9551 -1.0338 -4.4925 -0.088 -0.191 0.121 0.001
H -2.4230 -0.0798 -4.4581 -0.098 -0.327 0.025 0.000
C -2.6428 -1.9789 -5.4699 -0.069 0.263 0.091 0.002
H -1.8253 -1.7795 -6.1655 -0.321 -0.057 0.138 0.000
C -3.3894 -3.1565 -5.5681 -0.034 -0.008 0.176 -0.001
H -3.1635 -3.8804 -6.3531 -0.078 0.218 0.236 0.000
C -4.4310 -3.4017 -4.6713 0.021 -0.038 0.017 0.001
H -5.0330 -4.3078 -4.7581 0.200 0.266 -0.007 0.000
C -4.7146 -2.4917 -3.6520 0.151 0.339 0.041 -0.001
H -5.5317 -2.6835 -2.9526 0.258 -0.004 -0.185 0.000
C -5.6093 -0.6495 -1.1661 -0.292 -0.005 0.373 -0.013
C -6.9398 -0.5099 -1.6096 0.130 -0.104 0.031 0.001
H -7.1393 -0.0862 -2.5961 -0.006 -0.104 0.279 0.000
C -7.9965 -0.9011 -0.7890 0.218 0.005 -0.043 0.000
H -9.0210 -0.7858 -1.1437 0.289 -0.037 0.132 0.000
C -7.7377 -1.4335 0.4788 0.234 0.019 -0.129 0.000
H -8.5667 -1.7419 1.1172 0.263 0.093 -0.177 0.000
C -6.4202 -1.5625 0.9284 -0.002 0.026 -0.115 0.002
H -6.2123 -1.9793 1.9143 -0.093 0.177 -0.251 0.000
C -5.3544 -1.1554 0.1218 -0.117 0.089 -0.185 0.008
H -4.3300 -1.2086 0.4972 -0.296 -0.014 -0.042 -0.001
V -0.3449 -0.0483 -0.0602 3.208 2.185 2.739 1.153
C 0.3164 -2.0320 -0.1834 -0.112 -0.586 -0.448 -0.054
C -0.4863 -2.8502 -0.8777 -0.372 0.211 0.090 0.001
H 1.2285 -2.4037 0.3081 -0.387 0.248 -0.250 -0.005
C -1.7300 -2.2155 -1.4658 -0.838 -0.954 -0.792 -0.040
O -2.8588 -2.9120 -0.8802 -0.127 0.511 -0.448 -0.006
H -3.6952 -2.4640 -1.1215 0.603 -0.473 0.083 0.002
C -1.7281 -0.7624 -1.1772 0.353 -0.346 0.255 -0.084
H -1.7463 -2.3356 -2.5671 -0.036 -0.161 0.242 -0.004
C -2.6175 0.2104 -1.2542 -2.776 -0.314 -1.848 0.113
Cl 1.9078 0.1008 0.9127 -0.388 -0.030 0.021 -0.011
Cl -0.5462 2.2978 0.0906 0.081 -0.313 -0.200 -0.009
P 1.1118 0.5207 -2.0375 -0.094 -0.132 -0.256 -0.031
C 2.5065 1.6737 -1.8260 -0.047 -0.006 0.293 -0.003
H 3.3433 1.1519 -1.3498 -0.210 0.162 -0.084 0.000
H 2.1897 2.4978 -1.1787 0.105 -0.129 -0.119 0.001
H 2.8094 2.0638 -2.8063 -0.090 -0.147 0.206 -0.001
C 1.8775 -0.8935 -2.8927 0.013 -0.121 -0.044 0.001
H 1.0998 -1.6006 -3.2072 0.145 0.138 0.031 0.000
H 2.5539 -1.4051 -2.1976 -0.083 0.113 -0.159 0.000
H 2.4374 -0.5490 -3.7731 -0.101 -0.112 0.237 -0.001
C 0.1449 1.3249 -3.3505 -0.077 0.063 -0.144 0.004
H -0.5227 2.0662 -2.8971 0.133 -0.068 -0.153 0.000
H -0.4532 0.5776 -3.8839 0.123 0.162 0.082 0.000
H 0.8319 1.8205 -4.0489 -0.292 -0.115 0.065 -0.001
P -0.3227 -4.6396 -1.0910 -0.404 1.688 0.136 0.000
C 1.3638 -5.0631 -0.7098 0.271 -0.456 -0.074 0.000
C -0.7517 -4.9353 -2.8091 0.153 -0.440 -0.198 0.001
H 1.5826 -4.8156 0.3373 -0.093 -0.093 -0.270 0.000
H 2.0545 -4.5162 -1.3654 -0.232 -0.132 0.157 0.000
H 1.4900 -6.1429 -0.8668 0.123 0.237 0.116 0.000
H -1.8026 -4.6703 -2.9903 0.258 -0.093 0.168 0.000
H -0.5970 -5.9977 -3.0364 -0.092 0.219 -0.104 0.000
H -0.1117 -4.3251 -3.4612 -0.109 -0.192 0.201 0.000
C -1.4907 -5.4416 -0.0017 0.000 -0.493 0.094 0.001
H -1.3198 -5.0971 1.0261 0.006 -0.088 -0.248 0.000
H -1.3487 -6.5284 -0.0589 -0.121 0.175 0.094 0.000
H -2.5082 -5.1652 -0.3030 0.335 -0.084 0.054 0.000
H -2.4724 1.2453 -0.9108 -0.099 -0.506 -0.253 -0.008
S -1.2994 -0.4775 2.1192 -0.711 -0.612 -0.285 -0.023
C -0.2806 0.3068 3.2354 1.747 1.334 1.055 0.005
N -0.2069 1.6388 3.4356 -0.530 -1.017 -0.884 -0.002
C 0.9179 2.0086 4.2774 0.128 0.604 0.341 0.000
C 1.5194 0.6592 4.6723 0.434 -0.115 0.432 0.000
N 0.6139 -0.2958 4.0508 -0.897 -0.261 -1.050 -0.002
H -0.6566 2.2924 2.7984 0.129 -0.366 0.173 0.000
H 0.5642 2.5496 5.1601 0.068 0.018 -0.191 0.000
H 1.6303 2.6394 3.7323 -0.232 -0.150 0.071 0.000
H 1.5191 0.5285 5.7575 0.081 -0.024 -0.167 0.000
H 2.5418 0.5375 4.2941 -0.271 -0.065 0.045 0.000
H 0.8533 -1.2735 3.9273 -0.175 0.367 -0.011 0.000
```
Positions in Å, forces in eV/Å.

- Charge: +2
- Multiplicity: 2
- E: -4716.12879 Eh
- Orbital gap (spin up / spin down): 7.5 / 7.9 eV